{"formula": "C33H34AsN7PRuS3", "method": "ωB97M-V/def2-TZVPD", "symbols": ["Ru", "C", "N", "C", "C", "N", "C", "P", "C", "N", "C", "C", "N", "C", "C", "N", "C", "C", "N", "C", "H", "H", "H", "H", "H", "H", "H", "H", "H", "H", "H", "H", "H", "H", "H", "S", "C", "C", "C", "C", "C", "C", "As", "C", "C", "C", "C", "C", "C", "C", "C", "C", "C", "C", "C", "H", "H", "H", "H", "H", "H", "H", "H", "H", "H", "H", "H", "H", "H", "S", "C", "N", "C", "C", "S", "H", "H", "H", "H", "H"], "coordinates": [[0.567, 0.248, -0.171], [4.822, -2.512, 2.257], [3.973, -1.381, 1.901], [4.337, -0.067, 1.990], [3.301, 0.661, 1.480], [2.311, -0.198, 1.087], [2.741, -1.433, 1.341], [1.868, -2.993, 0.932], [1.830, -2.683, -0.866], [1.485, -1.530, -1.430], [1.633, -1.685, -2.777], [2.083, -2.952, -3.026], [2.203, -3.570, -1.817], [2.657, -4.940, -1.607], [0.159, -2.426, 1.278], [-0.435, -1.311, 0.841], [-1.747, -1.372, 1.220], [-1.949, -2.538, 1.897], [-0.750, -3.189, 1.925], [-0.526, -4.504, 2.517], [5.376, -2.289, 3.166], [4.213, -3.396, 2.424], [5.537, -2.714, 1.460], [5.281, 0.254, 2.399], [3.211, 1.730, 1.383], [1.418, -0.892, -3.473], [2.321, -3.444, -3.954], [2.707, -5.447, -2.566], [3.649, -4.957, -1.158], [1.964, -5.482, -0.967], [-2.451, -0.593, 0.981], [-2.841, -2.941, 2.346], [-1.348, -4.734, 3.188], [-0.489, -5.275, 1.749], [0.405, -4.518, 3.078], [1.787, 1.954, -1.213], [0.788, 3.361, -1.215], [1.397, 4.628, -1.293], [0.606, 5.757, -1.237], [-0.781, 5.638, -1.148], [-1.397, 4.380, -1.119], [-0.623, 3.245, -1.155], [-1.293, 1.436, -1.219], [-1.186, 0.949, -3.091], [-0.788, 1.853, -4.071], [-0.763, 1.448, -5.397], [-1.125, 0.151, -5.739], [-1.518, -0.751, -4.757], [-1.543, -0.357, -3.430], [-3.183, 1.584, -0.842], [-3.604, 1.866, 0.457], [-4.951, 2.067, 0.710], [-5.869, 1.996, -0.331], [-5.442, 1.725, -1.624], [-4.098, 1.507, -1.888], [2.473, 4.712, -1.375], [1.064, 6.736, -1.259], [-1.397, 6.528, -1.123], [-2.477, 4.301, -1.087], [-0.513, 2.867, -3.809], [-0.474, 2.152, -6.167], [-1.102, -0.157, -6.776], [-1.812, -1.756, -5.031], [-1.856, -1.048, -2.653], [-2.877, 1.956, 1.258], [-5.283, 2.283, 1.717], [-6.920, 2.153, -0.132], [-6.154, 1.688, -2.437], [-3.771, 1.280, -2.894], [-0.071, 1.963, 1.917], [0.063, 1.163, 3.401], [1.206, 0.916, 4.014], [1.168, 0.243, 5.309], [-0.277, 0.325, 5.809], [-1.305, 0.711, 4.346], [2.083, 1.146, 3.570], [1.836, 0.742, 6.009], [1.500, -0.791, 5.191], [-0.413, 1.125, 6.533], [-0.624, -0.606, 6.246]], "lowdin_spin": [2.521, 0.001, 0.003, 0.003, 0.009, 0.033, 0.007, 0.002, 0.009, 0.102, 0.013, 0.003, 0.007, 0.001, 0.010, 0.009, 0.006, 0.001, 0.008, 0.001, 0.000, 0.000, 0.000, 0.000, 0.005, 0.001, 0.000, 0.000, 0.000, 0.000, 0.000, 0.000, 0.000, 0.000, 0.000, 0.451, 0.115, 0.092, 0.001, 0.163, 0.014, 0.082, 0.015, 0.031, 0.009, 0.002, 0.008, 0.000, 0.008, -0.005, -0.001, 0.000, 0.000, 0.000, -0.001, 0.002, -0.002, 0.007, -0.001, 0.001, 0.000, 0.000, 0.000, 0.000, 0.001, 0.000, 0.000, 0.000, 0.000, 0.145, 0.046, 0.031, 0.003, 0.003, 0.023, 0.001, 0.001, 0.001, 0.000, 0.001], "spin_multiplicity": 5, "total_energy_ha": -5526.936793, "e_homo_ha": [-0.573, -0.596], "total_charge": 3, "homo_lumo_gap_ev": [7.27, 5.22], "fmax_ev_per_a": 1.05, "s_squared": 6.047}



{"formula": "CH7P3", "method": "ωB97M-V/def2-TZVPD", "symbols": ["C", "P", "P", "P", "H", "H", "H", "H", "H", "H", "H"], "coordinates": [[0.850, 0.789, -1.134], [0.569, -0.980, 2.087], [-2.061, 0.789, -0.238], [-0.883, 0.961, -1.856], [1.214, 1.650, -0.497], [1.528, 0.566, -1.985], [0.975, -0.059, -0.447], [0.259, -2.041, 2.851], [1.242, -1.627, 0.989], [-3.123, 0.921, -1.066], [-0.570, -0.969, 1.294]], "nbo_charge": [-0.981, 0.027, -0.021, 0.329, 0.250, 0.234, 0.230, -0.015, -0.008, -0.038, -0.006], "total_energy_ha": -1066.267259, "e_homo_ha": -0.339, "homo_lumo_gap_ev": 8.54, "fmax_ev_per_a": 2.43, "de_lowest_ev": 0.8938}



{"formula": "C36H51F5N2O3PdSSeSi", "method": "ωB97M-V/def2-TZVPD", "symbols": ["Pd", "C", "C", "C", "C", "C", "C", "C", "N", "C", "C", "C", "C", "C", "C", "C", "N", "C", "C", "C", "C", "H", "H", "H", "H", "H", "H", "H", "H", "H", "H", "H", "H", "H", "H", "H", "H", "H", "H", "H", "H", "H", "H", "H", "H", "F", "C", "C", "F", "C", "F", "C", "Se", "C", "F", "C", "F", "C", "C", "C", "C", "O", "Si", "S", "O", "C", "C", "C", "C", "O", "C", "C", "C", "C", "H", "H", "H", "H", "H", "H", "H", "H", "H", "H", "H", "H", "H", "H", "H", "H", "H", "H", "H", "H", "H", "H", "H", "H", "H", "H", "H"], "coordinates": [[-0.225, 0.528, -1.005], [-6.443, -0.223, -4.571], [-6.572, 0.229, -3.111], [-7.306, -0.860, -2.331], [-7.392, 1.524, -3.044], [-5.178, 0.500, -2.548], [-4.327, 1.405, -3.175], [-3.064, 1.623, -2.661], [-2.599, 1.000, -1.581], [-3.399, 0.134, -0.970], [-4.690, -0.126, -1.410], [-2.818, -0.579, 0.220], [-3.404, -1.697, 0.777], [-2.804, -2.337, 1.861], [-1.631, -1.780, 2.348], [-1.112, -0.650, 1.735], [-1.678, -0.065, 0.686], [-3.465, -3.569, 2.474], [-2.605, -4.187, 3.574], [-3.696, -4.621, 1.381], [-4.812, -3.151, 3.078], [-7.432, -0.439, -4.979], [-5.835, -1.127, -4.650], [-5.985, 0.544, -5.195], [-8.282, -1.034, -2.786], [-7.476, -0.574, -1.290], [-6.761, -1.806, -2.344], [-8.401, 1.347, -3.423], [-6.941, 2.314, -3.645], [-7.472, 1.884, -2.016], [-4.631, 1.943, -4.063], [-2.388, 2.324, -3.135], [-5.311, -0.821, -0.867], [-4.316, -2.093, 0.355], [-1.094, -2.214, 3.178], [-0.211, -0.179, 2.099], [-1.632, -4.508, 3.197], [-3.113, -5.065, 3.977], [-2.440, -3.495, 4.402], [-2.756, -4.908, 0.906], [-4.369, -4.263, 0.601], [-4.144, -5.515, 1.821], [-4.682, -2.360, 3.819], [-5.280, -4.006, 3.568], [-5.498, -2.784, 2.312], [4.185, -2.047, -5.741], [3.102, -1.897, -4.977], [3.236, -1.716, -3.613], [4.451, -1.701, -3.062], [2.104, -1.561, -2.833], [2.294, -1.389, -1.528], [0.829, -1.582, -3.373], [-0.731, -1.472, -2.288], [0.726, -1.758, -4.743], [-0.461, -1.787, -5.356], [1.844, -1.919, -5.545], [1.719, -2.089, -6.864], [3.165, 3.675, 3.927], [2.364, 3.328, 2.686], [2.365, 4.497, 1.708], [0.939, 2.935, 3.048], [2.998, 2.169, 2.115], [3.210, 1.615, 0.589], [1.461, 1.941, -0.558], [4.345, 2.443, -0.245], [5.766, 2.628, -0.124], [6.001, 3.974, 0.542], [6.314, 2.625, -1.540], [6.400, 1.516, 0.699], [3.691, 0.056, 0.709], [3.642, -0.956, 1.728], [2.191, -1.171, 2.122], [4.474, -0.537, 2.931], [4.226, -2.215, 1.110], [2.718, 4.523, 4.451], [4.189, 3.938, 3.655], [3.195, 2.822, 4.607], [1.921, 5.376, 2.178], [1.794, 4.260, 0.810], [3.384, 4.743, 1.408], [0.391, 3.788, 3.455], [0.944, 2.137, 3.795], [0.414, 2.581, 2.157], [5.497, 4.763, -0.018], [7.068, 4.203, 0.584], [5.611, 3.966, 1.562], [5.810, 3.386, -2.137], [6.142, 1.654, -2.007], [7.386, 2.829, -1.538], [6.022, 1.532, 1.723], [7.484, 1.647, 0.734], [6.178, 0.542, 0.264], [1.779, -0.240, 2.517], [2.109, -1.943, 2.892], [1.609, -1.479, 1.250], [4.121, 0.413, 3.335], [5.521, -0.429, 2.649], [4.408, -1.297, 3.714], [3.697, -2.470, 0.198], [4.152, -3.054, 1.806], [5.278, -2.060, 0.863]], "mulliken_charge": [-0.309, -1.599, 2.025, -2.121, -1.644, 0.197, -0.435, -1.045, -0.303, -0.369, 0.509, -0.651, 0.436, 0.341, -0.342, -0.685, -0.780, 1.993, -2.112, -1.648, -1.582, 0.448, 0.371, 0.340, 0.430, 0.408, 0.430, 0.453, 0.354, 0.374, 0.463, 0.405, 0.548, 0.389, 0.469, 0.595, 0.424, 0.435, 0.400, 0.374, 0.324, 0.455, 0.374, 0.447, 0.317, -0.305, 0.357, -0.092, -0.312, 0.406, 0.163, -0.259, -0.385, 0.384, -0.312, 0.232, -0.298, -1.717, 1.556, -1.337, -1.588, 0.645, -0.011, 0.140, -0.452, 1.988, -1.611, -1.786, -1.400, 0.033, 1.998, -1.326, -1.708, -1.746, 0.421, 0.303, 0.336, 0.528, 0.258, 0.205, 0.514, 0.304, 0.195, 0.352, 0.480, 0.153, 0.383, 0.355, 0.403, 0.200, 0.581, 0.204, -0.086, 0.516, 0.309, 0.071, 0.380, 0.490, 0.188, 0.375, 0.420], "total_energy_ha": -5454.110419, "e_homo_ha": [-0.286, -0.288], "homo_lumo_gap_ev": [6.09, 6.21], "fmax_ev_per_a": 0.72, "de_lowest_ev": 0.1734}



{"formula": "C12H36O6", "method": "ωB97M-V/def2-TZVPD", "symbols": ["C", "C", "O", "H", "H", "H", "H", "H", "H", "C", "C", "O", "H", "H", "H", "H", "H", "H", "C", "C", "O", "H", "H", "H", "H", "H", "H", "C", "C", "O", "H", "H", "H", "H", "H", "H", "C", "C", "O", "H", "H", "H", "H", "H", "H", "C", "C", "O", "H", "H", "H", "H", "H", "H"], "coordinates": [[3.615, -0.184, -1.947], [3.370, 1.026, -1.047], [2.332, 0.779, -0.141], [3.949, -1.020, -1.360], [4.308, -0.058, -2.760], [2.682, -0.555, -2.430], [3.207, 1.859, -1.719], [4.234, 1.261, -0.432], [2.174, -0.180, 0.101], [-3.233, 3.059, -1.749], [-2.741, 4.513, -1.471], [-2.647, 4.714, -0.015], [-4.277, 2.969, -1.372], [-2.606, 2.326, -1.233], [-3.219, 2.714, -2.816], [-3.517, 5.206, -1.949], [-1.692, 4.667, -1.875], [-3.448, 4.420, 0.379], [-1.804, -1.371, -1.093], [-1.135, 0.023, -1.210], [0.206, -0.222, -1.671], [-1.540, -1.997, -2.001], [-2.930, -1.327, -1.027], [-1.484, -1.950, -0.207], [-1.129, 0.554, -0.243], [-1.601, 0.657, -1.932], [0.821, 0.332, -1.146], [-1.004, -5.506, 2.413], [-1.235, -5.500, 0.964], [-1.768, -4.224, 0.594], [-0.481, -4.647, 2.819], [-0.491, -6.476, 2.696], [-1.955, -5.482, 2.932], [-1.884, -6.350, 0.757], [-0.292, -5.663, 0.477], [-2.458, -4.412, -0.104], [1.709, 4.383, 1.143], [0.528, 4.915, 1.950], [-0.218, 5.787, 1.099], [2.246, 3.578, 1.664], [2.322, 5.222, 0.891], [1.301, 3.941, 0.208], [0.908, 5.511, 2.790], [-0.101, 4.060, 2.220], [-0.952, 5.318, 0.689], [1.659, -3.757, 0.645], [1.172, -2.555, 1.426], [1.105, -1.385, 0.672], [0.962, -4.023, -0.148], [1.642, -4.630, 1.270], [2.641, -3.568, 0.270], [1.811, -2.325, 2.343], [0.242, -2.821, 1.867], [0.695, -1.604, -0.182]], "nbo_charge": [-0.648, -0.055, -0.773, 0.196, 0.214, 0.219, 0.170, 0.161, 0.509, -0.649, -0.069, -0.747, 0.199, 0.214, 0.222, 0.172, 0.196, 0.472, -0.652, -0.072, -0.779, 0.213, 0.208, 0.225, 0.174, 0.164, 0.502, -0.623, -0.075, -0.734, 0.211, 0.210, 0.209, 0.168, 0.159, 0.477, -0.625, -0.061, -0.756, 0.208, 0.204, 0.201, 0.168, 0.157, 0.494, -0.642, -0.054, -0.749, 0.208, 0.213, 0.211, 0.171, 0.165, 0.499], "smiles": "CCO.CCO.CCO.CCO.CCO.CCO", "total_energy_ha": -930.148425, "e_homo_ha": -0.344, "homo_lumo_gap_ev": 9.96, "fmax_ev_per_a": 2.40, "de_lowest_ev": 2.5735}



{"formula": "C5H13NO", "method": "ωB97M-V/def2-TZVPD", "symbols": ["C", "N", "C", "C", "C", "C", "H", "H", "H", "H", "H", "H", "H", "H", "H", "H", "H", "O", "H", "H"], "coordinates": [[-0.033, -2.628, 1.972], [0.843, -2.152, 0.927], [1.376, -0.816, 1.243], [0.400, 0.206, 0.641], [-0.344, -0.524, -0.495], [0.214, -1.937, -0.388], [-0.959, -2.082, 2.205], [-0.335, -3.661, 1.779], [0.481, -2.695, 2.935], [1.468, -0.644, 2.274], [2.406, -0.767, 0.880], [-0.213, 0.589, 1.461], [0.942, 1.108, 0.338], [-0.119, -0.017, -1.425], [-1.430, -0.474, -0.417], [1.037, -2.178, -1.057], [-0.484, -2.743, -0.633], [-1.885, 6.258, -3.210], [-1.377, 6.116, -4.020], [-1.216, 6.487, -2.558]], "nbo_charge": [-0.421, -0.430, -0.229, -0.426, -0.441, -0.240, 0.162, 0.197, 0.198, 0.197, 0.189, 0.204, 0.210, 0.216, 0.211, 0.199, 0.204, -0.934, 0.467, 0.467], "smiles": "CN1CCCC1.O", "total_energy_ha": -328.267106, "e_homo_ha": -0.313, "homo_lumo_gap_ev": 9.44, "fmax_ev_per_a": 1.77, "de_lowest_ev": 1.4079}



{"formula": "C8H20BBrCl4OSi", "method": "ωB97M-V/def2-TZVPD", "symbols": ["C", "C", "C", "Br", "Si", "B", "C", "O", "H", "H", "H", "H", "H", "H", "H", "H", "H", "H", "H", "H", "Cl", "C", "C", "Cl", "H", "H", "H", "H", "Cl", "C", "C", "Cl", "H", "H", "H", "H"], "coordinates": [[0.278, -0.140, 1.311], [0.052, -0.949, 0.022], [-0.136, -2.431, 0.353], [0.367, -3.541, -1.177], [-1.861, -2.913, 1.015], [-3.257, -1.467, 0.785], [-3.539, -0.636, -0.521], [-4.092, -1.246, 1.877], [-0.314, -0.525, 2.151], [0.023, 0.912, 1.169], [1.332, -0.188, 1.602], [0.946, -0.851, -0.602], [-0.773, -0.545, -0.568], [0.591, -2.685, 1.133], [-1.718, -3.214, 2.462], [-2.345, -4.143, 0.343], [-3.689, 0.426, -0.284], [-2.816, -0.755, -1.330], [-4.509, -0.994, -0.899], [-4.096, -0.347, 2.201], [3.590, -2.256, 0.454], [4.663, -1.367, -0.657], [4.659, 0.122, -0.418], [3.104, 0.884, -0.836], [4.347, -1.606, -1.670], [5.670, -1.750, -0.500], [5.419, 0.583, -1.048], [4.870, 0.360, 0.621], [-0.023, 2.285, -1.981], [-1.234, 3.332, -1.199], [-0.630, 4.603, -0.657], [0.449, 4.310, 0.731], [-1.717, 2.751, -0.416], [-1.973, 3.585, -1.958], [-1.424, 5.262, -0.309], [-0.051, 5.116, -1.419]], "nbo_charge": [-0.618, -0.444, -0.640, -0.017, 0.758, 0.657, -1.029, -0.920, 0.197, 0.217, 0.222, 0.231, 0.204, 0.234, -0.150, -0.131, 0.227, 0.234, 0.258, 0.500, -0.060, -0.386, -0.388, -0.054, 0.227, 0.223, 0.223, 0.223, -0.054, -0.387, -0.388, -0.057, 0.219, 0.224, 0.222, 0.225], "smiles": "CC[C@H](Br)[SiH2]B(C)O.ClCCCl.ClCCCl", "total_energy_ha": -5121.208820, "e_homo_ha": -0.334, "homo_lumo_gap_ev": 9.49, "fmax_ev_per_a": 1.05}



{"formula": "C6H10O5Sm", "method": "ωB97M-V/def2-TZVPD", "symbols": ["O", "C", "C", "O", "C", "C", "O", "C", "H", "H", "H", "H", "H", "H", "H", "H", "H", "O", "C", "O", "Sm", "H"], "coordinates": [[1.395, -2.693, 2.577], [1.432, -2.004, 1.618], [1.781, -0.518, 1.574], [1.138, 0.197, 0.571], [0.071, 1.003, 1.014], [-0.387, 1.902, -0.107], [-0.682, 1.164, -1.306], [0.277, 1.314, -2.363], [1.566, -0.111, 2.580], [2.864, -0.455, 1.397], [0.385, 1.644, 1.856], [-0.765, 0.372, 1.368], [-1.305, 2.420, 0.195], [0.375, 2.653, -0.348], [-0.052, 0.692, -3.203], [0.309, 2.364, -2.675], [1.261, 0.977, -2.016], [-2.623, -1.842, 0.232], [-1.822, -2.682, -0.268], [-1.434, -2.538, -1.460], [-2.443, -0.412, -1.627], [-1.339, -3.446, 0.390]], "lowdin_spin": [0.001, 0.000, 0.000, 0.000, 0.001, 0.001, -0.008, 0.001, 0.000, 0.000, 0.000, 0.001, 0.000, 0.000, 0.001, 0.000, 0.000, -0.011, 0.000, -0.011, 6.024, 0.000], "spin_multiplicity": 7, "total_energy_ha": -1268.103439, "e_homo_ha": [-0.533, -0.641], "total_charge": 2, "homo_lumo_gap_ev": [3.38, 6.34], "fmax_ev_per_a": 9.43, "s_squared": 12.007, "de_lowest_ev": 0.0000}



{"formula": "C3H9N4", "method": "ωB97M-V/def2-TZVPD", "symbols": ["C", "C", "C", "N", "N", "N", "N", "H", "H", "H", "H", "H", "H", "H", "H", "H"], "coordinates": [[-1.970, -0.168, 0.760], [-1.135, 0.853, 0.411], [-0.731, -0.771, -0.977], [-1.694, -1.240, -0.159], [-0.338, 0.471, -0.687], [2.049, -0.051, 0.814], [0.576, 1.225, -1.308], [-2.853, -0.081, 1.487], [-0.707, 1.751, 0.863], [-2.029, -2.223, -0.095], [-0.211, -1.346, -1.636], [2.083, -1.116, 0.845], [3.081, 0.109, 0.853], [1.521, 0.274, 1.612], [1.084, 0.681, -1.984], [1.274, 1.631, -0.799]], "lowdin_spin": [0.291, -0.017, 0.608, 0.282, 0.442, 0.005, 0.294, 0.010, -0.002, 0.004, 0.047, 0.002, 0.000, 0.000, 0.011, 0.022], "spin_multiplicity": 3, "total_energy_ha": -338.275770, "e_homo_ha": [-0.357, -0.519], "total_charge": 1, "homo_lumo_gap_ev": [6.83, 6.78], "fmax_ev_per_a": 7.17, "s_squared": 2.036, "de_lowest_ev": 2.2563}